Entry 1:
The following is a DFT calculation (ωB97M-V with the def2-TZVPD basis set) of a structure of composition C20H28MoNO2S at a distorted geometry.

Computed properties:
E in eV: -39460.99228
Frontier orbital gap (spin up / spin down) in eV: 7.5 / 6.5
LUMO energy (spin up / spin down) in eV: -3.863 / -5.131
Total charge: +1
Expectation value of S²: 2.029
ΔE to the lowest compared entry with this formula, charge and spin in kcal per mole: 12.1
2S+1: 3

Structure (XYZ):
```
53
C20H28MoNO2S, DFT ωB97M-V with the def2-TZVPD basis set
O 0.07727 -0.08510 -6.32866
C 0.31990 1.21556 -6.96932
C 0.39421 0.65572 -8.37874
H 1.29304 1.60867 -6.65486
H -0.48516 1.94050 -6.76698
C 0.27274 -0.70872 -7.63875
H 1.37200 0.84611 -8.83504
H -0.44717 0.94552 -9.01432
C 1.58550 -1.47717 -7.69589
H 2.41996 -0.84388 -7.37299
H 1.78232 -1.78415 -8.72852
H 1.56453 -2.37241 -7.06821
C -0.94027 -1.52268 -8.05198
H -1.85052 -0.93402 -7.90800
H -0.99265 -2.44650 -7.46918
H -0.87016 -1.79157 -9.11127
Mo -0.23756 -0.67195 -0.13948
C -2.52115 -0.71062 0.82772
C -2.28751 0.70371 0.75693
C -2.09087 1.05786 -0.61408
H -2.34605 1.38469 1.60141
C -2.10339 -0.14864 -1.39975
C -2.36519 -1.25158 -0.49354
H -2.51825 -2.27897 -0.79068
H -2.88622 -1.27365 1.68305
H -2.05856 2.05220 -1.02767
H -2.07255 -0.21938 -2.48947
C 1.25468 -2.19765 0.52051
C 0.35208 -2.77963 -0.45233
C 0.55284 -2.08318 -1.70204
H -0.29198 -3.64668 -0.30830
C 1.68168 -1.20236 -1.53726
C 2.07155 -1.22991 -0.16733
H 2.91392 -0.69139 0.26021
H 1.33789 -2.48970 1.56725
H 0.05487 -2.29111 -2.64521
H 2.26143 -0.78575 -2.35446
O 1.55904 1.05484 -4.49205
C 0.30796 0.61399 -3.86365
C -0.74077 1.67602 -4.11898
H 0.47870 0.53063 -2.77357
H -0.00860 -0.38658 -4.18920
C 0.07034 2.96047 -4.18509
H -1.45361 1.68160 -3.29592
H -1.26710 1.45835 -5.03449
C 1.55308 2.49765 -4.30948
H -0.06620 3.54016 -3.25302
H -0.23334 3.61898 -5.01893
H 2.07642 2.77524 -3.36215
H 2.11750 2.94859 -5.15905
S 0.65181 1.43825 3.84782
C 0.45237 0.79852 2.42462
N 0.30549 0.30131 1.33447
```

***

Entry 2:
The following is a DFT calculation (ωB97M-V with the def2-TZVPD basis set) of an isolated molecule of C20H28N2O4S.

Computed properties:
E in eV: -43199.73425
Frontier orbital gap in eV: 8.1
LUMO energy in eV: 0.361
Structure (SMILES): CCOCCCNC(=S)N1CCC(C(=O)c2ccc3c(c2)OCCO3)CC1
ΔE to the lowest compared entry with this formula, charge and spin in kcal per mole: 31.1

Structure (XYZ):
```
55
C20H28N2O4S, DFT ωB97M-V with the def2-TZVPD basis set
C -8.78493 -1.51561 0.97283
C -8.11723 -0.33692 0.26644
O -6.75727 -0.16590 0.58965
C -5.89464 -1.16097 0.07739
C -4.45890 -0.66737 0.20176
H -4.27248 -0.39403 1.24231
H -3.77719 -1.46932 -0.08365
C -4.21457 0.54574 -0.70065
N -2.89232 1.09961 -0.53670
C -1.80703 0.60237 -1.17494
N -0.60306 1.18209 -0.95217
C 0.61270 0.54241 -1.40529
C 1.25756 -0.22128 -0.24825
H 2.17012 -0.70496 -0.59548
H 0.56277 -0.99638 0.08353
C 1.55538 0.72443 0.92615
C 2.70576 1.66589 0.59084
O 2.56837 2.87079 0.57760
C 4.00938 1.04491 0.26068
C 4.39344 -0.22181 0.69159
C 5.63223 -0.73763 0.34642
C 6.49616 0.00145 -0.47318
C 6.12487 1.28048 -0.87622
C 4.90529 1.79781 -0.50348
H 4.61242 2.78949 -0.81124
H 6.81306 1.84233 -1.48684
O 7.69750 -0.49017 -0.89055
C 7.84845 -1.87821 -0.68049
C 7.35290 -2.25601 0.71397
H 7.46583 -3.32473 0.89983
O 5.97626 -1.97187 0.83344
H 7.91854 -1.68799 1.46532
H 8.91065 -2.09568 -0.79882
H 7.27145 -2.43275 -1.43273
H 3.76798 -0.82829 1.32604
C 0.28989 1.50456 1.30328
H 0.53877 2.27267 2.03659
H -0.43487 0.81713 1.74665
C -0.32290 2.17008 0.06706
H -1.21501 2.73814 0.33096
H 0.40055 2.87747 -0.34801
H 1.87072 0.13025 1.79078
H 0.36338 -0.14018 -2.21887
H 1.29354 1.31339 -1.77887
S -1.98149 -0.63062 -2.27753
H -2.75716 1.65296 0.29406
H -4.32331 0.24787 -1.74585
H -4.94324 1.32462 -0.46793
H -6.01102 -2.09925 0.63844
H -6.13265 -1.35764 -0.97860
H -8.23184 -0.44566 -0.82359
H -8.59382 0.59702 0.57678
H -9.85469 -1.49177 0.78446
H -8.61328 -1.45088 2.04448
H -8.39106 -2.46204 0.61059
```

***

Entry 3:
The following is a DFT calculation (ωB97M-V with the def2-TZVPD basis set) of a structure of composition C20H28N2PbSi at a distorted geometry.

Computed properties:
E in eV: -37279.77297
Frontier orbital gap in eV: 4.1
LUMO energy in eV: -9.094
Total charge: +2
ΔE to the lowest compared entry with this formula, charge and spin in kcal per mole: 0.0

Structure (XYZ):
```
52
C20H28N2PbSi, DFT ωB97M-V with the def2-TZVPD basis set
C -0.28001 -5.01706 -0.52104
C -1.17673 -3.96412 -0.96379
C -0.45140 -3.13418 -1.91441
H -2.22133 -3.77664 -0.58348
C 0.89555 -3.67239 -2.04060
C 0.99242 -4.83564 -1.17994
H 1.90272 -5.48575 -1.04613
H -0.53517 -5.83406 0.20904
H -0.81253 -2.15577 -2.33948
H 1.73720 -3.21291 -2.63301
Pb 0.62324 -2.61507 0.33755
C 0.67883 -0.54324 0.09664
H 1.24716 -0.48203 -0.84131
H 1.16096 -0.21117 1.02989
H -0.41101 -0.40936 0.00320
Si 0.36945 3.48043 0.41462
C -1.39816 3.61270 0.96463
C -2.40606 2.90258 0.28262
H -2.16160 2.28257 -0.59177
C -3.74336 2.98190 0.71232
H -4.52037 2.42254 0.17864
C -4.09521 3.77614 1.81995
H -5.14327 3.83564 2.15384
C -3.08895 4.49331 2.49303
H -3.35728 5.11582 3.35599
C -1.75017 4.41560 2.07178
H -0.97862 4.98827 2.60302
C 0.48568 3.53079 -1.43796
C -0.30637 4.42904 -2.18287
H -1.01038 5.10494 -1.67772
C -0.20512 4.46823 -3.58529
H -0.82163 5.17223 -4.15629
C 0.67827 3.60866 -4.26467
H 0.75572 3.64174 -5.36291
C 1.46074 2.70616 -3.52067
H 2.15059 2.03181 -4.04375
C 1.36862 2.66512 -2.11837
H 1.98489 1.95040 -1.55538
H 0.98005 2.23181 0.88812
H 1.11073 4.60944 1.00490
N 0.07031 -3.70281 2.41574
C 1.33751 -3.62435 3.14859
C 2.46791 -4.22375 2.33442
N 2.76564 -3.39923 1.16277
H -0.70041 -3.07846 2.66528
H -0.29923 -4.64301 2.18705
H 1.51758 -2.56203 3.38774
H 1.13688 -4.20389 4.04951
H 3.40489 -4.22181 2.89606
H 2.22665 -5.23566 1.96904
H 3.30389 -3.78936 0.38053
H 3.06033 -2.42413 1.34433
```

***

Entry 4:
The following is a DFT calculation (ωB97M-V with the def2-TZVPD basis set) of a structure of composition C20H28N2PtSi at a distorted geometry.

Computed properties:
E in eV: -35274.61119
Frontier orbital gap (spin up / spin down) in eV: 7.0 / 3.8
LUMO energy (spin up / spin down) in eV: -5.519 / -10.250
Total charge: +2
Expectation value of S²: 6.012
ΔE to the lowest compared entry with this formula, charge and spin in kcal per mole: 14.1
2S+1: 5

Structure (XYZ):
```
52
C20H28N2PtSi, DFT ωB97M-V with the def2-TZVPD basis set
C 0.50885 2.31340 1.86614
C -0.59580 2.62263 1.01109
C -1.79921 2.38111 1.73382
H -0.51302 2.95459 -0.02589
C -1.44338 1.92779 3.03775
C -0.00982 1.88280 3.11722
H 0.60434 1.62699 3.98596
H 1.56426 2.38685 1.60009
H -2.80619 2.51296 1.32404
H -2.13949 1.68080 3.84673
Pt 0.04265 -2.39146 1.01785
C -0.81051 -3.07622 -0.52085
H -1.72600 -2.46236 -0.54547
H -0.88769 -4.14460 -0.23066
H -0.22347 -2.70015 -1.38140
Si 0.37428 0.10406 -0.89022
C 1.61659 -0.53322 -2.14297
C 2.40861 0.63706 -2.27049
H 2.10340 1.59669 -1.84011
C 3.68853 0.61204 -2.80332
H 4.27730 1.53143 -2.76282
C 4.17619 -0.56993 -3.36732
H 5.14249 -0.53877 -3.87399
C 3.37146 -1.71532 -3.38316
H 3.79433 -2.62225 -3.82825
C 2.08331 -1.69195 -2.80808
H 1.47290 -2.59208 -2.86964
C -1.19973 0.61609 -1.67616
C -0.99815 1.30688 -2.89871
H -0.10817 1.13017 -3.50541
C -1.91145 2.31022 -3.26152
H -1.66105 2.93375 -4.12136
C -3.10062 2.52414 -2.53582
H -3.79096 3.34145 -2.83177
C -3.38174 1.64744 -1.48463
H -4.31766 1.75670 -0.94756
C -2.47319 0.66267 -1.07974
H -2.75557 -0.02130 -0.27236
H 1.47170 -2.41388 0.25305
H 0.95255 1.30632 -0.38856
N -1.39842 -1.72076 2.37503
C -0.78718 -1.61067 3.75321
C 0.71919 -1.80862 3.72191
N 1.24273 -1.39872 2.39692
H -2.26810 -2.24537 2.47439
H -1.69365 -0.81477 2.01997
H -1.06790 -0.64212 4.15969
H -1.23861 -2.37734 4.38985
H 1.29013 -1.20377 4.43376
H 0.95162 -2.89385 3.80739
H 1.03735 -0.44886 2.04171
H 2.21193 -1.66871 2.18071
```

***

Entry 5:
The following is a DFT calculation (ωB97M-V with the def2-TZVPD basis set) of a structure of composition C20H28N2Ti at a distorted geometry.

Computed properties:
E in eV: -47286.47894
Frontier orbital gap (spin up / spin down) in eV: 5.6 / 5.6
LUMO energy (spin up / spin down) in eV: -1.128 / -1.129

Structure (XYZ):
```
51
C20H28N2Ti, DFT ωB97M-V with the def2-TZVPD basis set
C 0.66860 3.96106 1.01558
C 1.74943 3.84684 0.08466
C 2.60895 2.79277 0.51128
C 2.06848 2.23422 1.71010
C 0.84866 2.96005 2.03093
Ti 0.13639 1.84800 0.22170
C 0.86529 2.00240 -2.07180
C -0.15216 2.84470 -1.77198
C -1.04802 3.78503 -2.06540
N -1.52718 2.16021 0.60529
H 3.52082 2.45202 0.00980
H 1.91024 4.48271 -0.79106
H 2.57175 1.50736 2.35109
H 0.20861 2.80038 2.90286
H -0.13738 4.69485 0.98060
H 1.90332 2.38020 -2.20423
H -2.52914 2.30130 0.75674
H 0.69215 1.06350 -2.63583
H -1.14052 4.26702 -3.04876
H -1.77710 4.11205 -1.31041
C 0.15286 -4.62694 -1.78767
C -0.37615 -3.24982 -1.54233
C -1.61101 -2.87519 -2.07236
C -2.17263 -1.61797 -1.83838
C -3.48992 -1.28345 -2.46238
C -1.49374 -0.71614 -1.02274
C -0.25944 -1.06316 -0.41202
C 0.31987 -2.31267 -0.78469
N 0.26172 -0.28625 0.61674
C 0.65804 -0.94856 1.86781
C -0.02045 -2.30297 2.12704
C 2.16885 -1.18642 1.84869
C 0.28024 -0.10189 3.08878
H -0.56059 -5.39234 -1.45971
H 0.32008 -4.79565 -2.85611
H 1.09518 -4.79520 -1.26743
H -2.16299 -3.58948 -2.69912
H -3.41416 -1.33486 -3.55608
H -4.25396 -2.01062 -2.16220
H -3.82281 -0.28371 -2.17680
H -1.96894 0.24107 -0.76844
H 1.30412 -2.57703 -0.40116
H 0.27653 -3.08541 1.42793
H 0.27322 -2.64527 3.13000
H -1.11277 -2.22581 2.10743
H 2.70004 -0.27540 1.54790
H 2.49765 -1.47942 2.85670
H 2.42378 -1.97668 1.13203
H -0.76799 0.21992 3.03561
H 0.41912 -0.71097 3.99684
H 0.89508 0.79162 3.20493
```

***

Copy entry 1 word for word.
The following is a DFT calculation (ωB97M-V with the def2-TZVPD basis set) of a structure of composition C20H28MoNO2S at a distorted geometry.

Computed properties:
E in eV: -39460.99228
Frontier orbital gap (spin up / spin down) in eV: 7.5 / 6.5
LUMO energy (spin up / spin down) in eV: -3.863 / -5.131
Total charge: +1
Expectation value of S²: 2.029
ΔE to the lowest compared entry with this formula, charge and spin in kcal per mole: 12.1
2S+1: 3

Structure (XYZ):
```
53
C20H28MoNO2S, DFT ωB97M-V with the def2-TZVPD basis set
O 0.07727 -0.08510 -6.32866
C 0.31990 1.21556 -6.96932
C 0.39421 0.65572 -8.37874
H 1.29304 1.60867 -6.65486
H -0.48516 1.94050 -6.76698
C 0.27274 -0.70872 -7.63875
H 1.37200 0.84611 -8.83504
H -0.44717 0.94552 -9.01432
C 1.58550 -1.47717 -7.69589
H 2.41996 -0.84388 -7.37299
H 1.78232 -1.78415 -8.72852
H 1.56453 -2.37241 -7.06821
C -0.94027 -1.52268 -8.05198
H -1.85052 -0.93402 -7.90800
H -0.99265 -2.44650 -7.46918
H -0.87016 -1.79157 -9.11127
Mo -0.23756 -0.67195 -0.13948
C -2.52115 -0.71062 0.82772
C -2.28751 0.70371 0.75693
C -2.09087 1.05786 -0.61408
H -2.34605 1.38469 1.60141
C -2.10339 -0.14864 -1.39975
C -2.36519 -1.25158 -0.49354
H -2.51825 -2.27897 -0.79068
H -2.88622 -1.27365 1.68305
H -2.05856 2.05220 -1.02767
H -2.07255 -0.21938 -2.48947
C 1.25468 -2.19765 0.52051
C 0.35208 -2.77963 -0.45233
C 0.55284 -2.08318 -1.70204
H -0.29198 -3.64668 -0.30830
C 1.68168 -1.20236 -1.53726
C 2.07155 -1.22991 -0.16733
H 2.91392 -0.69139 0.26021
H 1.33789 -2.48970 1.56725
H 0.05487 -2.29111 -2.64521
H 2.26143 -0.78575 -2.35446
O 1.55904 1.05484 -4.49205
C 0.30796 0.61399 -3.86365
C -0.74077 1.67602 -4.11898
H 0.47870 0.53063 -2.77357
H -0.00860 -0.38658 -4.18920
C 0.07034 2.96047 -4.18509
H -1.45361 1.68160 -3.29592
H -1.26710 1.45835 -5.03449
C 1.55308 2.49765 -4.30948
H -0.06620 3.54016 -3.25302
H -0.23334 3.61898 -5.01893
H 2.07642 2.77524 -3.36215
H 2.11750 2.94859 -5.15905
S 0.65181 1.43825 3.84782
C 0.45237 0.79852 2.42462
N 0.30549 0.30131 1.33447
```

***

Repeat the second record exactly.
The following is a DFT calculation (ωB97M-V with the def2-TZVPD basis set) of an isolated molecule of C20H28N2O4S.

Computed properties:
E in eV: -43199.73425
Frontier orbital gap in eV: 8.1
LUMO energy in eV: 0.361
Structure (SMILES): CCOCCCNC(=S)N1CCC(C(=O)c2ccc3c(c2)OCCO3)CC1
ΔE to the lowest compared entry with this formula, charge and spin in kcal per mole: 31.1

Structure (XYZ):
```
55
C20H28N2O4S, DFT ωB97M-V with the def2-TZVPD basis set
C -8.78493 -1.51561 0.97283
C -8.11723 -0.33692 0.26644
O -6.75727 -0.16590 0.58965
C -5.89464 -1.16097 0.07739
C -4.45890 -0.66737 0.20176
H -4.27248 -0.39403 1.24231
H -3.77719 -1.46932 -0.08365
C -4.21457 0.54574 -0.70065
N -2.89232 1.09961 -0.53670
C -1.80703 0.60237 -1.17494
N -0.60306 1.18209 -0.95217
C 0.61270 0.54241 -1.40529
C 1.25756 -0.22128 -0.24825
H 2.17012 -0.70496 -0.59548
H 0.56277 -0.99638 0.08353
C 1.55538 0.72443 0.92615
C 2.70576 1.66589 0.59084
O 2.56837 2.87079 0.57760
C 4.00938 1.04491 0.26068
C 4.39344 -0.22181 0.69159
C 5.63223 -0.73763 0.34642
C 6.49616 0.00145 -0.47318
C 6.12487 1.28048 -0.87622
C 4.90529 1.79781 -0.50348
H 4.61242 2.78949 -0.81124
H 6.81306 1.84233 -1.48684
O 7.69750 -0.49017 -0.89055
C 7.84845 -1.87821 -0.68049
C 7.35290 -2.25601 0.71397
H 7.46583 -3.32473 0.89983
O 5.97626 -1.97187 0.83344
H 7.91854 -1.68799 1.46532
H 8.91065 -2.09568 -0.79882
H 7.27145 -2.43275 -1.43273
H 3.76798 -0.82829 1.32604
C 0.28989 1.50456 1.30328
H 0.53877 2.27267 2.03659
H -0.43487 0.81713 1.74665
C -0.32290 2.17008 0.06706
H -1.21501 2.73814 0.33096
H 0.40055 2.87747 -0.34801
H 1.87072 0.13025 1.79078
H 0.36338 -0.14018 -2.21887
H 1.29354 1.31339 -1.77887
S -1.98149 -0.63062 -2.27753
H -2.75716 1.65296 0.29406
H -4.32331 0.24787 -1.74585
H -4.94324 1.32462 -0.46793
H -6.01102 -2.09925 0.63844
H -6.13265 -1.35764 -0.97860
H -8.23184 -0.44566 -0.82359
H -8.59382 0.59702 0.57678
H -9.85469 -1.49177 0.78446
H -8.61328 -1.45088 2.04448
H -8.39106 -2.46204 0.61059
```